The following is a quantum chemistry calculation of a gas-phase ion, C11H19BF3IO2 (charge -2), from OMol25.

Calculated values
Energy: -1203.248708 hartree
Net charge: -2
HOMO: 0.1 eV
Frontier orbital gap: 4.822 eV
LUMO: 4.9 eV
Molar mass: 378.0 u

Geometry as XYZ:
```
37
Properties=species:S:1:pos:R:3:mulliken_charge:R:1
C 4.018 -1.537 0.687 -1.1581
C 3.499 -0.549 -0.370 -0.4533
C 2.744 0.639 0.227 -0.2904
C 2.241 1.648 -0.813 -0.8387
C 0.933 2.345 -0.421 -1.1510
C -0.267 1.418 -0.256 0.9156
C -0.792 0.827 -1.561 -0.5861
C -1.956 -0.173 -1.444 -0.4714
C -1.874 -1.220 -0.308 -1.1002
B -2.648 -1.064 1.138 0.6288
I -1.133 -0.459 2.828 -0.4444
C -3.281 -2.527 1.574 0.2239
O -2.471 -3.488 1.564 -0.7327
O -4.516 -2.615 1.710 -0.7017
C -3.763 0.137 1.154 0.3306
F -4.431 0.356 2.306 -0.3012
F -3.275 1.406 0.830 -0.2841
F -4.737 -0.051 0.206 -0.2832
H 5.058 -1.828 0.507 0.3247
H 3.966 -1.097 1.688 0.3348
H 3.423 -2.453 0.712 0.2927
H 4.334 -0.177 -0.982 0.3003
H 2.822 -1.066 -1.060 0.2789
H 3.411 1.149 0.937 0.3282
H 1.905 0.261 0.820 0.1848
H 3.021 2.406 -0.977 0.4149
H 2.109 1.138 -1.779 0.3861
H 1.096 2.890 0.519 0.3135
H 0.697 3.104 -1.183 0.3635
H -1.079 1.947 0.246 0.3436
H -0.024 0.596 0.422 -0.7786
H 0.035 0.323 -2.089 0.2332
H -1.101 1.667 -2.207 0.1974
H -2.905 0.368 -1.400 0.2098
H -1.974 -0.716 -2.402 0.4054
H -0.811 -1.443 -0.124 0.2735
H -2.274 -2.163 -0.701 0.2906
```

The following is a quantum chemistry calculation of 36 unconnected molecules or ions with the total composition H72O36, from OMol25.

Calculated values
Energy: -2751.921566 hartree
Net charge: 0
HOMO: -9.6 eV
Frontier orbital gap: 9.276 eV
LUMO: -0.3 eV
Molar mass: 648.5 u
Relative energy (zero: lowest compared OMol25 entry of this formula, charge and spin): 67.9 kcal per mole

Geometry as XYZ:
```
108
Properties=species:S:1:pos:R:3:mulliken_charge:R:1
O -1.150 -1.929 -5.473 -0.5596
H -2.026 -1.943 -5.088 0.3374
H -0.802 -1.066 -5.247 0.2884
O -2.844 -1.005 -3.357 -0.6654
H -3.228 -0.758 -2.516 0.3454
H -2.321 -0.247 -3.615 0.2420
O 1.889 1.530 1.022 0.0187
H 2.406 2.001 0.368 0.1566
H 2.536 1.191 1.641 -0.0436
O 0.299 -3.805 1.422 -0.6856
H -0.627 -3.574 1.351 0.3745
H 0.568 -3.996 0.523 0.3529
O -3.245 -5.075 0.106 -0.6931
H -3.131 -4.569 -0.699 0.3366
H -2.702 -5.853 -0.021 0.3529
O 2.286 1.230 -4.048 -0.6892
H 1.646 1.752 -3.564 0.3708
H 2.858 0.864 -3.374 0.3412
O -3.586 -3.579 -2.115 -0.6667
H -2.983 -4.233 -2.470 0.3408
H -3.307 -2.754 -2.513 0.3259
O 2.605 -1.948 -3.813 -0.5945
H 3.074 -1.532 -3.090 0.3765
H 3.288 -2.164 -4.449 0.2292
O -1.676 0.632 4.017 -0.6863
H -2.559 0.492 3.677 0.3204
H -1.478 1.544 3.804 0.4238
O -2.173 -3.111 1.474 -0.7779
H -2.573 -2.959 2.330 0.3674
H -2.626 -3.882 1.131 0.3352
O -4.417 2.874 0.807 -0.5841
H -3.794 3.599 0.857 0.3246
H -4.577 2.759 -0.130 0.3303
O 4.513 -0.479 2.734 -0.5462
H 5.151 -0.986 3.235 0.2101
H 4.450 0.355 3.200 0.2517
O -4.308 -1.375 -0.123 -0.5211
H -3.808 -2.080 0.288 0.2436
H -4.964 -1.824 -0.655 0.2811
O -0.041 2.227 -2.307 -0.0931
H 0.146 2.466 -1.399 0.1100
H -0.829 1.686 -2.255 0.0763
O 5.328 2.368 0.291 -0.6298
H 5.252 1.416 0.229 0.4365
H 6.264 2.527 0.414 0.2732
O -1.687 -2.801 4.367 -0.6632
H -1.188 -2.201 3.814 0.2814
H -2.313 -2.239 4.825 0.3079
O -2.443 5.029 0.312 -0.6365
H -1.963 5.742 0.735 0.2824
H -1.774 4.543 -0.170 0.3126
O -4.780 2.114 -1.802 -0.6993
H -4.451 1.995 -2.693 0.2716
H -5.630 1.676 -1.800 0.2727
O -1.573 1.084 -4.743 -0.6094
H -0.968 1.814 -4.615 0.2213
H -1.580 0.941 -5.690 0.2341
O -2.554 0.847 -0.950 0.3368
H -3.234 1.428 -1.291 0.0125
H -2.971 0.396 -0.215 -0.0900
O 0.605 -3.872 -4.275 -0.5906
H 1.298 -3.288 -3.964 0.4224
H 0.371 -3.528 -5.137 0.2730
O 4.690 -0.497 0.095 -0.7964
H 4.511 -0.418 1.032 0.2288
H 4.519 -1.417 -0.105 0.3361
O 2.595 -3.429 2.685 -0.7680
H 1.732 -3.589 2.303 0.5233
H 2.505 -2.589 3.136 0.3212
O 1.888 -1.634 4.841 -0.6751
H 1.396 -2.283 5.344 0.2976
H 1.244 -1.256 4.242 0.3773
O 2.962 3.272 -0.570 -0.4757
H 3.894 3.055 -0.551 0.2303
H 2.868 3.865 -1.316 0.2445
O -1.332 3.187 2.983 -0.6746
H -0.972 3.744 3.673 0.2730
H -2.263 3.410 2.956 0.2823
O 1.563 1.485 5.543 -0.5614
H 2.314 1.984 5.866 0.2811
H 1.698 1.434 4.597 0.2660
O 0.080 -0.638 0.032 -0.0583
H -0.661 -0.286 -0.462 -0.0289
H 0.637 0.122 0.202 0.0738
O 0.139 -1.030 3.165 -0.2277
H -0.452 -0.320 3.414 0.3378
H -0.109 -1.245 2.266 0.0787
O 3.453 -3.200 0.159 -0.7528
H 3.361 -3.486 1.067 0.4693
H 2.554 -3.080 -0.147 0.4172
O 0.999 -2.944 -1.062 -0.6537
H 0.892 -2.157 -0.529 0.4932
H 1.037 -2.622 -1.963 0.0430
O -4.151 -0.007 3.068 -0.5601
H -4.866 0.237 3.656 0.2381
H -4.587 -0.270 2.257 0.2483
O -0.154 3.539 0.314 -0.4707
H -0.568 3.261 1.131 0.3430
H 0.785 3.458 0.482 -0.0088
O 2.822 4.841 1.960 -0.6766
H 2.210 5.379 1.459 0.2883
H 2.980 4.078 1.405 0.3912
O -0.619 4.339 -3.719 -0.6907
H -0.216 4.122 -4.560 0.3140
H -0.355 3.628 -3.136 0.4121
O 4.004 -0.112 -2.358 -0.6600
H 4.878 -0.176 -2.742 0.2718
H 4.147 -0.220 -1.418 0.3810
```

The following is a quantum chemistry calculation of a molecular structure, C55H49GeN7NaO5S, from OMol25.

Calculated values
Energy: -5522.224476 hartree
Net charge: -2
HOMO (spin up / spin down): -1.1 / -1.9 eV
Frontier orbital gap (spin up / spin down): 4.736 / 5.611 eV
LUMO (spin up / spin down): 3.7 / 3.7 eV
2S+1: 2
Molar mass: 1015.7 u

Geometry as XYZ:
```
119
Properties=species:S:1:pos:R:3:mulliken_charge:R:1
Na -1.225 -0.501 -0.156 0.8415
C 0.830 5.619 -1.735 -1.4381
O 0.415 4.297 -1.575 0.0485
C 0.414 3.479 -2.682 0.4474
C 0.727 3.937 -3.949 -0.5510
C 0.666 3.072 -5.031 -1.0025
C 0.284 1.769 -4.824 -1.0157
C -0.036 1.272 -3.551 1.7279
C -0.464 -0.102 -3.496 -1.3944
N -0.813 -0.742 -2.443 0.9355
N -1.094 -2.049 -2.623 -1.2188
C -1.786 -2.610 -1.642 0.3522
O -2.364 -2.050 -0.696 -0.7449
C -1.952 -4.089 -1.792 0.3153
C -2.068 -4.880 -0.653 -0.3832
C -2.321 -6.234 -0.770 -0.6457
C -2.482 -6.812 -2.021 -0.3451
C -2.356 -6.030 -3.159 -0.5868
C -2.080 -4.679 -3.043 -0.3987
C 0.055 2.136 -2.430 0.2025
O -0.218 1.696 -1.211 -0.1958
H 0.811 6.061 -0.742 0.2930
H 0.144 6.174 -2.388 0.3841
H 1.850 5.685 -2.135 0.4257
H 1.016 4.964 -4.114 0.4709
H 0.904 3.443 -6.019 0.3787
H 0.231 1.090 -5.666 0.3446
H -0.479 -0.625 -4.466 0.0460
H -1.960 -4.401 0.310 0.4999
H -2.389 -6.845 0.122 0.3698
H -2.699 -7.871 -2.103 0.3499
H -2.467 -6.478 -4.139 0.3477
H -1.970 -4.055 -3.916 0.4155
C -0.603 -2.865 3.910 -2.1808
C -0.440 -2.161 2.578 0.6505
N -1.267 -1.248 2.184 1.6313
N -2.198 -0.902 3.072 -1.3324
C -3.178 -0.091 2.763 -0.0091
N -3.909 0.289 3.886 -0.5353
S -3.774 0.447 1.291 -0.4436
C 0.713 -2.478 1.767 0.2325
C 1.914 -2.924 2.355 -1.1185
C 3.008 -3.173 1.553 -0.9089
C 2.872 -3.030 0.180 -1.1558
C 1.639 -2.625 -0.314 -0.4971
N 0.608 -2.332 0.445 0.8408
H -1.666 -3.027 4.078 0.4718
H -0.238 -2.229 4.718 0.2494
H -0.084 -3.822 3.928 0.5767
H -3.359 0.313 4.732 0.3150
H -4.486 1.098 3.716 0.2719
H 1.992 -3.039 3.427 0.4506
H 3.958 -3.467 1.988 0.3530
H 3.705 -3.207 -0.483 0.4015
H 1.466 -2.540 -1.376 0.8239
C 8.934 2.814 3.290 -0.8701
O 7.705 3.273 2.792 -0.4388
C 7.653 3.395 1.394 0.9343
C 8.555 4.181 0.710 -0.4497
C 8.479 4.307 -0.673 -0.7193
C 7.456 3.657 -1.352 -0.8988
C 6.528 2.894 -0.677 -0.3879
C 6.602 2.728 0.718 -0.1132
N 5.721 1.999 1.460 0.1355
C 4.516 1.430 1.084 -1.2391
C 4.251 0.704 -0.071 0.4552
C 5.252 0.116 -0.878 -0.4214
C 4.940 -0.580 -2.021 -1.1478
C 3.610 -0.686 -2.431 -0.8556
C 2.603 -0.139 -1.670 0.5072
C 2.861 0.521 -0.459 -0.2400
O 1.917 0.952 0.293 -0.1089
H 9.750 3.524 3.105 0.2909
H 9.208 1.848 2.846 0.3013
H 8.803 2.696 4.367 0.2593
H 9.316 4.725 1.258 0.3389
H 9.199 4.917 -1.201 0.3571
H 7.373 3.764 -2.426 0.4087
H 5.726 2.416 -1.211 0.5743
H 5.825 2.168 2.453 0.4307
H 3.703 1.612 1.771 0.6964
H 6.283 0.194 -0.556 0.6069
H 5.722 -1.048 -2.606 0.2988
H 3.364 -1.222 -3.340 0.3492
H 1.573 -0.210 -1.976 0.0063
C 4.100 5.200 1.530 -0.6792
C 3.108 4.943 2.458 -0.9235
C 2.026 4.150 2.116 -0.2383
C 1.896 3.625 0.839 0.6268
C 2.907 3.878 -0.074 -0.1689
C 3.994 4.667 0.258 -0.9423
Ge 0.272 2.468 0.484 2.5947
C -1.295 3.787 0.511 0.3074
C -2.511 3.477 -0.084 -0.6637
C -3.601 4.325 0.019 -1.0918
C -3.488 5.521 0.708 -0.5964
C -2.271 5.867 1.272 -1.0204
C -1.194 5.002 1.177 0.0026
C -0.031 1.603 2.287 1.1981
C -1.048 2.113 3.083 -0.3974
C -1.116 1.824 4.436 -0.8918
C -0.169 1.006 5.023 -0.8908
C 0.832 0.466 4.236 -0.6462
C 0.894 0.763 2.887 -0.2532
H 4.955 5.806 1.794 0.4232
H 3.180 5.356 3.457 0.3891
H 1.269 3.924 2.856 0.3962
H 2.845 3.441 -1.058 0.2146
H 4.772 4.859 -0.468 0.5435
H -2.616 2.552 -0.634 0.5959
H -4.543 4.045 -0.435 0.4105
H -4.335 6.191 0.801 0.3152
H -2.171 6.811 1.798 0.4015
H -0.248 5.276 1.628 0.3599
H -1.805 2.746 2.642 0.0283
H -1.909 2.247 5.042 0.5065
H -0.213 0.787 6.084 0.2917
H 1.577 -0.181 4.680 0.3835
H 1.678 0.340 2.284 -0.0094
```

> Number 2 is which compound?

H72O36